No. 1
190
Properties=species:S:1:pos:R:3:forces:R:3 method="wB97M-V/def2-TZVPD" homo_lumo_gap_ev=9.535 lumo_energy_ev=-0.006 e_tot_ha=-33191.5841 e_homo_ha=-0.3506
C 7.921 -2.917 -0.229 -0.841 -0.297 0.558
C 9.228 -3.038 -1.043 -0.916 0.373 0.964
C 10.044 -4.004 -0.212 0.993 -0.003 0.148
S 9.787 -3.518 1.565 -0.369 -0.326 -1.156
O 10.830 -2.627 1.995 0.183 0.022 0.082
O 9.514 -4.735 2.305 -0.148 0.800 -0.226
C 8.264 -2.491 1.228 1.221 -0.856 -0.627
H 7.444 -3.894 -0.149 -0.138 -0.108 -0.227
H 7.188 -2.234 -0.660 0.099 0.039 -0.052
H 9.593 -2.011 -1.059 0.763 -0.138 -0.100
H 9.105 -3.365 -2.076 -0.234 -0.083 0.150
H 11.103 -4.038 -0.469 0.194 0.557 0.430
H 9.773 -5.052 -0.344 -0.709 0.123 0.232
H 8.569 -1.445 1.257 0.107 -0.103 0.211
H 7.573 -2.730 2.037 -0.234 -0.004 -0.382
C -0.257 -0.874 9.367 -1.079 0.250 -0.707
C 0.350 -2.165 9.874 -0.089 -0.575 -0.465
C -0.384 -3.415 9.199 1.174 1.596 0.428
S -1.287 -2.750 7.742 -0.894 -0.837 0.334
O -2.744 -2.802 8.024 2.541 0.396 -0.490
O -0.740 -3.409 6.564 -0.628 0.498 0.485
C -0.625 -1.057 7.832 0.379 0.079 1.384
H 0.412 -0.029 9.531 0.041 -0.035 -0.243
H -1.106 -0.708 10.030 -0.530 0.362 -0.608
H 0.302 -2.167 10.963 -0.083 -0.289 -0.053
H 1.407 -2.115 9.613 0.054 -0.650 -0.114
H -1.069 -3.950 9.856 0.009 0.173 -0.168
H 0.442 -4.038 8.856 -0.575 -0.355 -0.291
H -1.279 -0.330 7.350 -0.396 -0.180 0.464
H 0.294 -1.017 7.248 0.083 -0.458 0.015
C 8.792 6.404 4.032 -1.100 -0.087 1.008
C 8.584 4.962 3.608 1.296 -0.378 0.041
C 7.130 4.664 3.507 -1.550 0.740 0.330
S 6.284 5.527 4.960 1.721 -1.404 -0.505
O 6.380 4.628 6.103 -0.326 0.842 -0.344
O 5.011 6.082 4.533 1.081 -0.185 0.505
C 7.655 6.800 5.051 -0.398 0.381 -1.665
H 8.683 6.957 3.099 0.114 0.573 0.367
H 9.735 6.620 4.534 0.150 -0.199 -0.471
H 9.091 4.271 4.281 -0.220 -0.090 0.230
H 9.092 4.833 2.653 -0.150 -0.199 -0.156
H 6.920 3.600 3.397 -0.328 0.139 0.501
H 6.592 5.198 2.724 0.407 -0.049 -0.521
H 8.013 7.035 6.053 -0.356 -0.360 -0.050
H 7.216 7.669 4.559 -0.344 0.245 0.731
C -6.812 7.722 0.019 0.131 -0.321 0.933
C -5.501 7.493 0.891 -0.405 1.188 -0.447
C -4.984 8.858 1.390 -2.070 0.641 -0.303
S -6.649 9.707 1.931 0.717 -4.821 0.900
O -6.557 11.085 1.672 -0.126 2.490 -0.170
O -7.043 9.169 3.256 0.496 1.031 -2.119
C -7.696 8.825 0.613 0.888 0.608 0.871
H -7.358 6.779 0.025 -0.003 -0.002 -0.108
H -6.647 7.984 -1.026 0.591 -0.133 0.130
H -4.767 6.979 0.272 0.033 -0.102 0.270
H -5.762 6.926 1.784 0.054 -0.322 -0.210
H -4.677 9.536 0.594 0.109 -0.170 -0.181
H -4.233 8.893 2.179 -0.409 -0.233 0.165
H -7.947 9.550 -0.160 -0.106 0.156 0.364
H -8.580 8.488 1.154 0.108 -0.021 -0.099
C 2.893 9.796 -3.528 -0.409 -0.788 -0.622
C 2.133 9.892 -4.872 -0.030 2.342 -1.129
C 1.470 8.623 -5.282 0.752 -2.056 1.558
S 0.899 7.993 -3.611 -0.882 -0.104 -0.802
O 1.069 6.557 -3.472 0.450 1.047 0.034
O -0.418 8.548 -3.397 -0.151 -0.146 -0.135
C 1.965 9.044 -2.575 0.486 -0.411 0.468
H 3.231 10.765 -3.161 -0.297 -0.032 -0.011
H 3.789 9.201 -3.707 0.092 -0.082 0.084
H 2.796 10.237 -5.665 0.363 -0.217 -0.005
H 1.400 10.698 -4.887 -0.237 0.066 0.613
H 2.241 7.943 -5.645 0.045 -0.351 0.221
H 0.657 8.515 -6.000 -0.199 0.791 0.373
H 2.464 8.407 -1.844 0.213 -0.111 -0.230
H 1.306 9.683 -1.988 -0.194 0.031 -0.422
C 6.846 -7.292 -7.051 -0.649 -2.353 1.869
C 6.688 -6.636 -8.332 -1.493 2.427 -2.025
C 5.772 -5.372 -8.173 -0.098 0.009 0.020
S 4.783 -5.694 -6.655 -2.074 1.187 0.534
O 3.318 -5.796 -6.976 3.212 0.128 0.606
O 5.206 -4.722 -5.612 -0.456 -1.810 -1.669
C 5.463 -7.376 -6.365 0.006 1.256 0.044
H 7.501 -6.876 -6.285 0.372 0.288 -0.534
H 7.155 -8.308 -7.299 0.357 -0.180 0.560
H 6.006 -7.205 -8.963 0.382 -0.793 0.033
H 7.584 -6.499 -8.937 0.083 0.323 0.318
H 5.093 -5.327 -9.025 -0.182 0.065 0.243
H 6.182 -4.369 -8.052 0.430 -0.260 0.227
H 4.681 -7.997 -6.803 0.395 -0.305 -0.128
H 5.565 -7.541 -5.293 -0.286 0.030 -0.090
C -5.314 -7.542 2.657 0.486 0.114 0.162
C -5.598 -8.318 1.377 -0.163 0.763 -1.439
C -7.078 -7.944 0.927 1.473 0.416 0.538
S -7.236 -6.149 1.505 -0.911 -1.566 2.551
O -8.300 -6.117 2.515 1.088 0.075 -1.029
O -7.287 -5.267 0.389 0.078 0.518 -0.923
C -5.591 -6.001 2.367 -1.093 -2.435 -0.291
H -4.279 -7.681 2.970 0.168 0.130 -0.211
H -5.867 -8.025 3.462 -0.524 0.835 0.265
H -5.387 -9.386 1.331 -0.542 -0.151 0.824
H -4.799 -7.980 0.717 -0.452 0.458 -0.805
H -7.759 -8.640 1.416 -0.166 0.613 0.558
H -7.380 -7.978 -0.120 0.666 0.230 -0.132
H -5.612 -5.414 3.285 -0.370 0.125 -0.344
H -4.945 -5.592 1.590 0.262 -0.111 0.271
C -9.312 0.838 7.267 0.173 0.605 -0.125
C -8.120 1.707 7.820 -0.541 1.170 -0.612
C -7.572 2.452 6.593 0.148 -0.984 -1.367
S -7.566 1.222 5.238 0.297 -0.600 0.467
O -6.244 0.592 5.084 -1.758 0.841 0.028
O -8.265 1.848 4.129 0.614 -0.491 0.074
C -8.762 0.053 6.051 1.470 -0.012 0.753
H -10.123 1.512 6.992 0.046 0.100 -0.181
H -9.723 0.214 8.060 0.193 -0.302 -0.204
H -7.401 1.185 8.452 0.097 -0.232 -0.475
H -8.476 2.559 8.398 -0.441 -0.429 0.571
H -6.618 2.976 6.533 0.158 -0.364 0.659
H -8.305 3.148 6.183 -0.219 0.056 0.392
H -8.178 -0.747 6.506 0.453 -0.010 -0.242
H -9.315 -0.447 5.256 -0.675 0.657 0.238
C -1.354 0.929 -0.243 1.493 -0.225 -0.507
C -0.625 -0.134 -1.157 -1.029 0.485 1.025
C 0.820 0.328 -1.283 0.080 -0.249 -0.155
S 1.283 1.162 0.257 -0.095 -0.895 1.808
O 1.625 2.534 -0.031 0.139 -0.177 -0.088
O 2.204 0.329 1.062 -1.510 1.197 -1.348
C -0.452 1.152 0.980 0.565 -0.601 -0.423
H -2.352 0.630 0.077 0.003 0.191 -0.380
H -1.302 1.813 -0.878 -0.762 0.419 0.364
H -1.097 -0.142 -2.140 0.004 -0.145 0.056
H -0.781 -1.103 -0.683 0.494 -0.197 -0.185
H 0.892 1.080 -2.068 0.103 0.090 0.115
H 1.526 -0.473 -1.501 0.022 0.080 0.210
H -0.659 2.043 1.573 0.316 0.197 -0.391
H -0.521 0.309 1.668 0.200 -0.173 -0.093
C -5.481 -4.419 -5.826 1.589 -0.391 -1.274
C -6.575 -5.487 -5.914 -0.023 -0.765 -0.995
C -6.469 -6.135 -7.349 1.209 1.497 -0.453
S -4.646 -6.102 -7.780 0.893 0.440 -0.530
O -4.407 -5.306 -9.004 -0.759 -1.126 1.603
O -4.015 -7.419 -7.679 -0.892 1.095 -0.061
C -4.146 -5.094 -6.343 -1.337 -1.257 0.820
H -5.433 -3.991 -4.825 0.307 -0.050 -0.133
H -5.618 -3.632 -6.568 -0.725 0.291 0.267
H -7.523 -4.991 -5.705 -0.221 -0.233 -0.448
H -6.493 -6.284 -5.175 0.374 0.151 0.202
H -6.761 -5.386 -8.085 -0.495 -0.005 -0.008
H -6.863 -7.096 -7.678 -0.078 -0.015 0.754
H -3.237 -4.554 -6.607 -0.408 0.308 0.121
H -3.942 -5.894 -5.631 0.564 0.077 0.139
Br 3.843 -7.346 1.950 -1.171 -0.536 0.000
C 1.854 -7.493 2.166 -0.094 1.006 -0.636
C 1.176 -6.376 1.340 0.169 -0.517 0.679
Br 1.323 -6.671 -0.637 0.003 0.371 1.377
H 1.713 -7.330 3.235 -0.084 0.193 -0.148
H 1.365 -8.431 1.904 0.938 -0.326 -0.143
H 1.552 -5.418 1.700 0.292 0.102 -0.848
H 0.113 -6.358 1.577 -0.048 -0.269 -0.270
Br -7.638 1.525 -3.090 0.764 -0.381 0.111
C -9.480 1.034 -2.817 -0.108 0.617 -0.412
C -10.003 -0.204 -3.540 -0.837 0.798 -0.044
Br -9.626 -0.030 -5.516 -0.275 -0.572 1.467
H -9.919 1.939 -3.238 -0.561 -0.395 0.034
H -9.642 1.077 -1.740 -0.098 -0.532 -0.116
H -11.087 -0.156 -3.434 -0.189 0.451 -0.505
H -9.875 -1.182 -3.076 1.324 -0.001 -0.524
Br -0.697 3.217 -9.470 -0.222 0.050 -0.092
C -0.918 1.581 -8.466 0.335 -1.205 -0.648
C -1.634 0.438 -9.248 -0.507 1.062 0.552
Br -3.561 0.988 -9.401 0.921 -0.617 -0.030
H -1.407 1.816 -7.521 -0.099 -0.067 -0.288
H 0.111 1.281 -8.270 -0.095 -0.142 0.116
H -1.564 -0.511 -8.715 -0.353 0.241 0.365
H -1.274 0.203 -10.250 0.021 0.675 0.028
Br 5.687 -2.500 6.719 -0.127 0.963 -0.169
C 6.198 -0.650 7.204 0.525 0.528 0.191
C 7.735 -0.396 7.135 -0.136 -0.560 0.029
Br 8.596 -1.935 8.020 0.422 0.766 -0.139
H 5.802 -0.496 8.208 0.439 -0.330 0.120
H 5.620 0.066 6.619 0.237 -0.295 -0.530
H 8.141 0.509 7.588 -0.818 -0.067 0.913
H 8.192 -0.241 6.157 -0.557 -0.978 -0.421
Br 7.218 5.836 -2.941 -0.624 -1.054 -0.669
C 6.296 4.401 -4.040 0.363 -0.172 0.179
C 6.946 4.324 -5.396 -0.300 0.640 -0.658
Br 5.890 3.075 -6.521 0.329 0.402 0.365
H 5.253 4.688 -4.169 0.206 0.233 0.252
H 6.324 3.436 -3.533 0.216 0.347 0.364
H 7.986 4.019 -5.510 -0.228 -0.158 0.574
H 6.849 5.320 -5.829 0.008 -0.228 -0.394

=====

No. 2
13
Properties=species:S:1:pos:R:3:forces:R:3 method="wB97M-V/def2-TZVPD" homo_lumo_gap_ev=7.189 lumo_energy_ev=-0.534 e_tot_ha=-402.2007 e_homo_ha=-0.2838 relative_energy_ev=1.961
B -1.479 0.283 -0.087 5.624 -3.823 0.946
C 2.549 -0.502 -0.250 1.103 -1.237 -0.239
C 1.244 -0.864 -0.426 0.938 -2.425 -0.656
C 1.370 1.178 0.164 0.143 1.030 1.673
N 2.605 0.768 0.151 1.504 0.912 0.125
N 0.523 0.204 -0.144 -6.338 0.939 0.079
O -1.872 -0.952 0.312 -0.574 0.650 -0.863
O -1.828 1.457 -0.394 -3.100 3.496 -0.685
H 3.458 -1.103 -0.314 -0.438 0.115 -0.192
H 0.864 -1.839 -0.704 -0.238 0.290 -0.016
H 1.115 1.987 0.824 -0.488 0.712 -0.621
H -2.390 -1.459 -0.336 0.023 0.170 0.431
H -2.781 1.786 -0.372 1.839 -0.828 0.017